(1)
C34H48BMoN5O3PS3 as an isolated structure at a distorted geometry, computed with the ωB97M-V functional and the def2-TZVPD basis.

The geometry in XYZ format:
```
96
Properties=species:S:1:pos:R:3:lowdin_charge:R:1
Mo 12.64365 9.79451 13.15225 0.70
C 10.61120 11.50042 11.72725 -0.09
N 10.84741 11.01272 13.11258 -0.29
C 10.98660 12.23910 14.04691 -0.11
C 12.36551 12.42774 14.64383 -0.16
N 13.50089 11.75573 13.88714 -0.30
C 13.95258 12.62586 12.77169 -0.04
C 14.64361 11.48491 14.76021 -0.24
C 14.93392 12.43206 15.79432 -0.01
C 16.26625 12.87690 15.89305 -0.04
C 17.32215 12.08708 15.33874 -0.06
C 17.07349 10.91915 14.61102 -0.06
C 15.72734 10.75350 14.15004 -0.49
S 15.32606 9.69472 12.85594 1.02
C 9.67806 10.19980 13.62345 -0.27
C 8.35513 10.59774 13.43165 -0.03
C 7.31836 9.96312 14.12578 -0.08
C 7.62741 8.97880 15.03157 -0.08
C 8.95871 8.60103 15.27020 -0.10
C 9.99713 9.23116 14.58006 -0.56
S 11.70397 8.68259 14.89539 0.56
H 10.29985 10.64958 11.09402 0.10
H 9.90047 12.31669 11.62106 0.09
H 11.55427 11.88140 11.32437 0.07
H 10.32648 12.02111 14.91868 0.14
H 10.63182 13.09799 13.53191 0.11
H 12.35627 11.97702 15.65381 0.12
H 12.60601 13.50741 14.70036 0.13
H 14.53378 13.50796 13.18655 0.14
H 13.10360 12.97413 12.19022 0.08
H 14.55652 12.09188 12.06990 0.05
H 14.10546 12.91263 16.36424 0.12
H 16.55177 13.81405 16.38208 0.11
H 18.36152 12.32803 15.62855 0.12
H 17.92744 10.32271 14.20766 0.13
H 8.10774 11.38272 12.73086 0.11
H 6.29429 10.14302 13.84157 0.11
H 6.86300 8.43838 15.64666 0.13
H 9.12269 7.77450 15.94097 0.10
C 14.18232 17.85803 4.70215 -0.28
S 14.60082 18.19317 6.40268 0.77
C 15.64115 16.92690 7.11628 -0.28
O 13.37602 18.06453 7.21752 -0.56
H 13.48759 18.64519 4.33216 0.07
H 13.71520 16.85973 4.57129 0.06
H 15.06836 17.90287 4.08489 0.04
H 16.66079 16.87899 6.59958 0.08
H 15.10479 15.98329 7.06223 0.04
H 15.73464 17.16105 8.17250 0.04
C 19.09722 14.41617 8.83287 -0.04
C 20.35569 13.47160 8.81644 -0.56
C 21.08110 13.58894 7.46248 -0.05
C 21.27386 13.99642 9.90773 -0.07
C 19.75849 12.13051 9.06987 -0.16
C 19.01634 11.53465 7.98663 -0.01
C 17.97605 10.64955 8.23389 0.01
C 17.58865 10.41227 9.53272 -0.16
O 16.38488 10.05721 10.11729 0.09
B 16.58550 10.25404 11.52974 -0.65
O 17.88321 10.66098 11.77902 0.14
C 18.53746 10.82032 10.53526 -0.14
C 19.64962 11.56216 10.34525 0.06
H 19.40141 15.48906 8.71936 0.10
H 18.43822 14.34450 9.70274 0.08
H 18.41247 14.24024 7.96595 0.09
H 21.53589 14.59772 7.36308 0.09
H 20.32088 13.50098 6.67696 0.07
H 21.94383 12.89081 7.36570 0.11
H 21.64528 14.93180 9.47450 0.08
H 22.16472 13.40627 10.15846 0.09
H 20.75829 14.21783 10.84958 0.09
H 19.21464 11.84871 6.96726 0.11
H 17.41594 10.26191 7.38441 0.13
H 20.33890 11.62491 11.18043 0.14
C 14.75776 6.77639 9.93895 -0.18
N 13.94982 7.80213 9.24279 -0.15
C 12.73827 7.18416 8.64786 -0.15
N 11.87872 6.44308 9.64771 -0.13
C 12.78039 5.44167 10.26435 -0.18
N 14.03222 5.95483 10.88366 -0.15
C 13.75232 6.72031 12.09528 -0.28
P 12.71768 8.24627 11.60534 0.74
C 13.57020 8.87061 10.10521 -0.35
C 11.36509 7.34946 10.69957 -0.31
H 15.56486 7.31438 10.47320 0.13
H 15.16787 6.14226 9.15716 0.13
H 13.12559 6.50095 7.89797 0.12
H 12.13406 7.93990 8.10305 0.13
H 13.10830 4.74804 9.48648 0.13
H 12.20583 4.85300 10.99708 0.13
H 14.65727 7.20706 12.52876 0.04
H 13.30728 6.11945 12.87171 0.09
H 14.48212 9.45263 10.35542 0.04
H 12.88799 9.57569 9.55891 0.11
H 10.60277 8.04562 10.30792 0.09
H 10.75203 6.81052 11.44220 0.09
```

Total charge: +1
ΔE to the lowest compared entry with this formula, charge and spin, kJ/mol: 109.7
Spin multiplicity: 3
Frontier orbital gap (spin up / spin down), eV: 6.308 / 6.649


(2)
C34H48BrCl2FMgN5O8PS as an isolated structure at a distorted geometry, computed with the ωB97M-V functional and the def2-TZVPD basis.

The geometry in XYZ format:
```
102
Properties=species:S:1:pos:R:3:lowdin_charge:R:1
C -4.50869 5.37287 -0.10170 -0.09
C -5.09388 4.36776 1.04335 -0.25
O -5.33414 3.10026 0.38196 -0.20
C -4.77511 1.98444 1.09207 -0.19
C -3.51385 1.31584 0.36174 0.02
C -3.66882 0.35545 -0.88244 -0.10
C -5.08753 -0.03117 -1.52591 -0.60
Cl -6.01481 1.43652 -2.15560 0.61
C -5.98646 -1.00184 -0.57341 -0.65
C -5.17925 -1.60489 0.67714 -0.13
Cl -7.60155 -0.21622 -0.07260 0.50
C -2.41250 -0.28255 -1.51031 0.07
C -0.94420 -0.03828 -0.97668 -0.16
C -0.83506 0.90196 0.23387 -0.31
C -2.07948 1.59220 0.91808 -0.05
C -1.79666 2.52665 2.19438 -0.15
O -1.34466 1.73761 3.36223 -0.17
N -0.27194 2.36368 3.96429 -0.05
O -0.67331 3.27469 4.63237 0.07
S 0.80026 1.24831 0.99433 0.99
C 1.98867 0.36487 -0.07487 -0.26
C 3.53210 0.54397 0.32304 -0.11
N 3.83874 1.40839 1.46530 -0.13
C 4.80722 2.50169 1.17194 -0.05
C 4.10984 0.68115 2.71506 -0.36
C 3.16873 1.05857 3.98156 -0.12
O 4.97398 -0.20902 2.90617 -0.01
C 4.64867 -0.16434 -0.46539 -0.11
C 6.20882 -0.11649 -0.16491 -0.16
C 6.99623 1.12041 -0.83167 -0.19
C 8.37587 1.29200 -0.00400 -0.18
C 8.98452 2.79101 -0.09536 -0.16
N 8.37040 3.64039 0.95955 -0.18
C 8.28820 3.49606 2.39540 -0.08
C 7.54555 4.74659 2.96214 -0.07
C 7.14734 5.63396 1.72037 -0.07
C 7.71422 4.85237 0.51660 -0.09
C 4.18910 -1.03417 -1.71160 -0.23
C 2.62084 -1.20501 -2.10579 -0.39
N 2.34965 -2.04126 -3.29869 0.03
C 1.47992 -0.50299 -1.24720 -0.15
N 0.11758 -0.77263 -1.67951 -0.11
C -0.26084 -2.23059 -1.60529 -0.07
H -3.67634 6.05581 0.29656 0.06
H -4.13318 4.72118 -0.99062 0.03
H -5.41829 5.95787 -0.49803 0.07
H -4.30097 4.34145 1.86755 0.09
H -6.04605 4.80480 1.51716 0.12
H -4.53048 2.22833 2.19758 0.13
H -5.58876 1.16064 1.15222 0.09
H -4.86280 -0.66358 -2.46824 0.10
H -6.30365 -1.91348 -1.21101 0.09
H -5.82307 -2.38899 1.22976 0.09
H -4.85955 -0.83014 1.44965 0.07
H -4.26266 -2.17879 0.27205 0.09
H -2.56348 -0.97887 -2.40393 0.10
H -2.69579 3.14632 2.51775 0.11
H -0.94919 3.25158 1.94311 0.12
H 4.75758 2.89288 0.08833 0.12
H 5.86734 2.12439 1.37580 0.08
H 4.67299 3.44034 1.83615 0.11
H 2.15379 0.53941 3.77028 0.08
H 3.63401 0.74438 4.98729 -0.22
H 2.93550 2.19188 3.92071 0.10
H 6.66046 -1.07581 -0.63428 0.13
H 6.49352 -0.14937 0.93801 0.10
H 7.31845 0.77048 -1.88717 0.12
H 6.39372 2.08196 -0.92732 0.10
H 8.24645 1.08426 1.12675 0.10
H 9.16817 0.52298 -0.35435 0.13
H 8.86543 3.18730 -1.15696 0.13
H 10.10253 2.69533 0.14867 0.13
H 8.70177 2.61608 3.00092 0.11
H 7.28910 5.01979 4.03773 0.08
H 6.57288 6.61601 1.67107 0.08
H 7.69680 5.04528 -0.60242 0.11
H 4.98224 -1.57902 -2.33998 0.12
H 3.20985 -2.60219 -3.46831 0.07
H 2.21198 -1.39596 -4.09962 0.12
H -0.87559 -2.39791 -0.65770 0.11
H -0.97946 -2.43230 -2.48847 0.10
H 0.62146 -2.95067 -1.59386 0.06
Mg 3.88290 -0.67999 5.98713 0.46
Br 3.41652 -2.83697 -0.81120 0.89
C -7.32239 -7.58070 -4.03023 -0.14
O -7.36719 -6.37222 -3.27978 -0.28
P -6.10702 -6.19219 -2.12342 0.72
O -6.73523 -7.23089 -1.19197 -0.27
O -6.64411 -4.69884 -1.72882 -0.28
C -8.04259 -4.46502 -1.61351 -0.11
O -4.76007 -5.95565 -1.08731 -0.26
C -3.92752 -7.09176 -0.89925 -0.15
H -8.04772 -7.50999 -4.84220 0.09
H -6.32716 -7.72563 -4.45559 0.08
H -7.58442 -8.43025 -3.39658 0.08
H -8.58148 -5.35081 -1.27075 0.09
H -8.43767 -4.13714 -2.57929 0.09
H -8.20224 -3.66284 -0.88838 0.08
H -3.72908 -7.58461 -1.85334 0.08
H -4.39940 -7.79200 -0.20539 0.09
H -2.98164 -6.75618 -0.46840 0.08
F -3.66289 4.09184 -2.71457 -0.81
```

Spin multiplicity: 1
Frontier orbital gap, eV: 2.044


(3)
A 12-piece molecular cluster, C34H48Cl12F18N2O14 overall at a distorted geometry, computed with the ωB97M-V functional and the def2-TZVPD basis.

The geometry in XYZ format:
```
128
Properties=species:S:1:pos:R:3:lowdin_charge:R:1
C 1.64221 6.28338 1.11216 -0.04
C 0.32912 6.72712 0.43585 -0.18
O -0.42716 5.59941 -0.00088 0.03
C -0.26497 5.22186 -1.25633 -0.40
O 0.49315 5.70400 -2.04298 0.18
C -1.14994 4.04927 -1.65646 -0.53
F -2.00344 3.70821 -0.68187 0.16
F -1.84941 4.34638 -2.75578 0.18
F -0.39961 2.97031 -1.93449 0.16
H 1.95265 7.07612 1.79452 0.08
H 2.41168 6.02001 0.39426 0.08
H 1.42966 5.45823 1.79180 0.06
H 0.61299 7.31855 -0.43562 0.12
H -0.27145 7.36812 1.07101 0.10
C -4.70745 2.11493 0.66110 -0.07
C -6.19109 1.92121 0.32177 -0.22
O -6.81091 3.12788 -0.05235 0.04
C -7.89860 3.07204 -0.81196 -0.38
O -8.35644 2.04385 -1.21321 0.17
C -8.41827 4.45628 -1.25766 -0.56
F -7.54666 5.40954 -0.91199 0.16
F -8.60645 4.48803 -2.56445 0.19
F -9.57592 4.71020 -0.63762 0.17
H -4.10897 2.19775 -0.24498 0.07
H -4.34688 1.21676 1.15921 0.08
H -4.59757 3.02330 1.24790 0.04
H -6.70558 1.45779 1.16604 0.13
H -6.19655 1.13352 -0.43583 0.12
C 0.45597 -1.15554 -1.19773 -0.09
C -0.56348 -0.34058 -0.43585 -0.20
O 0.02562 0.86959 0.07905 0.04
C -0.45438 1.34779 1.20231 -0.41
O -1.47036 1.02175 1.72140 0.16
C 0.46419 2.45500 1.73939 -0.59
F 1.02418 1.98063 2.84836 0.09
F 1.43394 2.82297 0.91573 0.16
F -0.27352 3.52760 1.99374 0.14
H -0.03573 -1.95721 -1.73795 0.02
H 1.14787 -1.61405 -0.48873 0.06
H 0.99934 -0.46297 -1.83916 0.06
H -0.97060 -0.96187 0.36564 0.11
H -1.43193 -0.03225 -1.01816 0.10
C -2.54696 -7.31513 -4.60470 -0.05
C -1.45194 -7.89929 -3.69082 -0.19
O -0.32042 -7.04289 -3.76232 0.03
C 0.23530 -6.58625 -2.63622 -0.40
O -0.10412 -6.87918 -1.53646 0.15
C 1.29185 -5.53818 -2.96424 -0.56
F 0.68433 -4.34237 -2.94097 0.13
F 2.29698 -5.58873 -2.10799 0.19
F 1.79734 -5.68450 -4.19217 0.17
H -3.47929 -7.84188 -4.40881 0.08
H -2.22820 -7.35693 -5.64441 0.08
H -2.70791 -6.26170 -4.37726 0.01
H -1.17097 -8.86109 -4.11795 0.13
H -1.88490 -8.04148 -2.70305 0.12
C 3.94859 1.62064 -4.20546 -0.05
C 2.62280 1.07461 -3.74328 -0.20
O 2.49187 -0.33326 -4.01148 -0.01
C 2.25682 -0.67560 -5.28533 -0.38
O 2.01088 0.11928 -6.13452 0.18
C 2.11452 -2.22370 -5.42231 -0.54
F 2.85156 -2.82658 -4.48710 0.16
F 0.85054 -2.61002 -5.30285 0.16
F 2.54088 -2.55787 -6.64395 0.17
H 4.04320 2.69623 -4.07539 0.09
H 4.26569 1.34863 -5.21403 0.08
H 4.75107 1.13261 -3.63966 0.07
H 1.78164 1.60259 -4.19407 0.13
H 2.53439 1.16439 -2.66227 0.11
C 0.94185 -3.74208 1.87523 -0.07
C 2.40776 -3.83063 2.15147 -0.17
O 2.56134 -5.01306 2.99376 0.05
C 3.48848 -4.94608 3.92420 -0.40
O 4.24769 -4.04527 4.10584 0.13
C 3.51034 -6.18312 4.86842 -0.58
F 3.44798 -5.72583 6.10682 0.18
F 2.51151 -7.03156 4.65806 0.17
F 4.62691 -6.86835 4.67703 0.18
H 0.39010 -3.71647 2.81730 0.09
H 0.54150 -4.45315 1.15508 0.03
H 0.58766 -2.78790 1.46108 0.05
H 2.79484 -2.95542 2.67490 0.10
H 3.07956 -3.91058 1.29683 0.11
Cl -4.09076 -5.09498 -1.37774 0.48
C -2.91383 -4.97514 -0.01806 -1.48
Cl -3.62919 -4.09483 1.31183 0.55
Cl -1.48892 -4.09046 -0.53404 0.59
H -2.63753 -5.98424 0.26060 0.03
Cl 4.89265 -0.89710 3.66746 0.60
C 5.32707 0.78943 3.46568 -1.53
Cl 3.93994 1.72935 2.81789 0.54
Cl 6.77446 1.09098 2.51911 0.54
H 5.58179 1.13507 4.45995 0.01
Cl -4.03799 -1.67931 -2.25061 0.51
C -3.11060 -1.97875 -3.76014 -1.47
Cl -2.74874 -3.68540 -3.90978 0.55
Cl -1.60527 -1.06052 -3.77222 0.60
H -3.70387 -1.64691 -4.60215 0.02
Cl -3.13589 3.26666 3.63165 0.57
C -2.53135 1.98817 4.70394 -1.48
Cl -3.56031 1.85587 6.14380 0.53
Cl -0.83787 2.27478 5.18433 0.58
H -2.58523 1.07368 4.12914 0.00
C 4.60596 -0.60885 -0.83093 -0.04
N 4.71319 -2.04246 -0.63397 -0.19
C 3.99151 -2.92751 -1.54285 -0.03
C 5.44965 -2.53833 0.42190 -0.35
O 5.49057 -3.70220 0.73482 0.02
H 5.21631 -0.07500 -0.10520 0.07
H 3.54721 -0.34280 -0.79551 0.08
H 5.02151 -0.34892 -1.81061 0.08
H 4.14955 -3.96131 -1.24836 0.08
H 2.91923 -2.80995 -1.32869 0.07
H 4.18778 -2.55167 -2.54408 0.08
H 5.97819 -1.71579 0.93120 0.10
C -0.67488 6.66919 3.75705 -0.08
N -1.20864 6.71290 5.09637 -0.18
C -0.75381 5.61123 5.90953 -0.07
C -2.00975 7.71234 5.53586 -0.34
O -2.35440 7.78601 6.69681 0.02
H -1.04801 7.37434 3.01270 0.08
H -0.83435 5.67589 3.33181 0.07
H 0.39789 6.89834 3.77158 0.09
H 0.11182 5.15433 5.43228 0.07
H -0.40100 5.95783 6.88198 0.10
H -1.49920 4.82891 6.04175 0.05
H -2.29726 8.41938 4.74778 0.13
```

SMILES: CCOC(=O)C(F)(F)F.CCOC(=O)C(F)(F)F.CCOC(=O)C(F)(F)F.CCOC(=O)C(F)(F)F.CCOC(=O)C(F)(F)F.CCOC(=O)C(F)(F)F.ClC(Cl)Cl.ClC(Cl)Cl.ClC(Cl)Cl.ClC(Cl)Cl.CN(C)C=O.CN(C)C=O
ΔE to the lowest compared entry with this formula, charge and spin, kJ/mol: 67.9
Spin multiplicity: 1
Frontier orbital gap, eV: 9.416